Below is a gas-phase ion, C3H7NOS (charge -2), with properties calculated with ωB97M-V/def2-TZVPD.

ORCA input file:
```
! wB97M-V def2-TZVPD RIJCOSX def2/J DEFGRID3
* xyz -2 1
O 2.43 1.44 -0.91
C 1.50 0.81 -1.56
N 0.67 -0.18 -0.79
C 0.40 0.20 0.54
C -0.53 -1.04 1.18
S -2.22 -0.62 0.81
H 0.87 1.56 -2.06
H 1.94 0.05 -2.27
H -0.22 -0.56 -1.17
H -0.36 1.17 0.47
H 1.35 0.47 1.11
H -0.40 -0.89 2.24
H -0.12 -1.97 0.61
*
```

Properties
energy: -646.5444 Eh
orbital gap: 5.29 eV
largest force on an atom: 3.57 eV/A
highest occupied orbital energy: 0.040 Ha
energy above the lowest of the compared OMol25 structures with the same formula, charge and spin: 150.8 kJ/mol